Computed, not measured: an isolated molecule of C5H6O2, with wB97M-V/def2-TZVPD.

Calculated values
- E_tot: -9374.7136 eV
- Multiplicity: 1
- Relative energy (zero: lowest compared OMol25 entry of this formula, charge and spin): 54.9 kcal per mole
- SMILES: O=CCC#CCO

Geometry as XYZ:
```
13
Properties=species:S:1:pos:R:3:forces:R:3:nbo_charge:R:1
O 2.698458 0.894334 -1.022515 0.0 0.3 0.0 -0.694
C 2.389713 -0.084252 -0.052332 0.0 -0.3 0.2 -0.133
C 0.953237 -0.132963 0.251519 -0.5 0.0 0.1 -0.030
C -0.230936 -0.108921 0.474621 0.5 -0.1 -0.1 -0.015
C -1.668572 -0.198536 0.716316 0.0 0.0 0.1 -0.587
C -2.501996 -0.162583 -0.557028 -0.4 0.1 0.0 0.456
O -3.632129 0.252524 -0.585682 0.5 -0.1 0.0 -0.503
H 2.238187 1.703598 -0.765868 0.1 -0.1 -0.1 0.470
H 2.953371 0.072492 0.880239 -0.1 0.0 -0.2 0.189
H 2.712872 -1.044574 -0.466330 -0.1 0.1 0.1 0.208
H -2.039348 0.567930 1.404086 0.1 -0.1 -0.1 0.258
H -1.863001 -1.175081 1.180334 -0.1 0.1 0.0 0.263
H -2.009862 -0.583963 -1.457362 -0.1 0.1 0.1 0.118
```
Forces are in eV/Å.

Computed, not measured: a cluster of 3 separate species, C4H16N2O2 in total in a non-equilibrium geometry, with wB97M-V/def2-TZVPD.

Calculated values
- E_tot: -11480.0340 eV
- Multiplicity: 1
- Relative energy (zero: lowest compared OMol25 entry of this formula, charge and spin): 67.7 kcal per mole
- SMILES: CNCCNC.O.O

Geometry as XYZ:
```
24
Properties=species:S:1:pos:R:3:forces:R:3:nbo_charge:R:1
C -2.424697 1.063748 0.168244 0.0 0.9 -0.5 -0.422
N -1.510772 -0.063531 0.378893 0.1 0.9 -1.4 -0.681
C -1.019531 -0.776712 -0.775726 -1.2 6.6 -3.8 -0.216
C 0.252716 0.068161 -1.168076 0.3 -2.5 0.2 -0.243
N 1.201923 -0.407686 -0.068903 -1.1 1.5 0.6 -0.681
C 2.421776 0.440374 -0.125463 0.2 -2.3 0.2 -0.432
H -2.085971 1.979864 0.749137 -0.2 -0.9 -0.9 0.194
H -3.399411 0.796255 0.607826 0.0 0.3 -0.6 0.196
H -2.515423 1.365677 -0.975026 0.1 -0.8 2.5 0.208
H -1.707480 -0.635776 1.131705 -1.0 -1.2 1.5 0.372
H -0.661199 -1.687220 -0.623682 0.8 -4.1 1.1 0.203
H -1.692803 -0.709505 -1.739706 0.5 -0.5 2.0 0.167
H 0.637339 -0.223550 -2.234611 -0.3 0.4 2.0 0.192
H 0.055838 1.161737 -1.174536 0.1 -0.5 0.2 0.183
H 0.728260 -0.253150 0.900755 0.8 -0.2 -2.7 0.360
H 2.595301 0.758168 0.937200 0.5 0.2 -1.3 0.205
H 3.278022 -0.337883 -0.499108 -1.6 2.7 0.6 0.202
H 2.053860 1.239756 -0.813324 1.9 -0.1 0.6 0.192
H 1.611005 -2.913546 -0.405904 0.1 0.1 -0.1 0.476
H 0.839718 -2.309795 -1.504307 -0.6 1.5 -0.5 0.459
O 1.300571 -3.091308 -1.300755 0.8 -1.8 0.4 -0.933
H -0.142549 1.405042 2.111135 0.3 0.7 -0.1 0.466
H -0.029388 1.253056 3.532912 -0.3 -1.1 2.0 0.459
O 0.212893 1.877825 2.891321 0.0 0.4 -2.1 -0.926
```
Forces are in eV/Å.

Computed, not measured: an isolated molecule of C5H8O in a non-equilibrium geometry, with wB97M-V/def2-TZVPD.

Calculated values
- E_tot: -7356.7937 eV
- Multiplicity: 1
- Relative energy (zero: lowest compared OMol25 entry of this formula, charge and spin): 125.9 kcal per mole

Geometry as XYZ:
```
14
Properties=species:S:1:pos:R:3:forces:R:3:nbo_charge:R:1
C -0.391079 -1.454232 0.302485 0.3 0.1 0.2 -0.452
C -0.735007 -0.071484 0.836576 0.0 -0.2 0.1 -0.322
C 0.427617 0.913310 0.844779 -0.3 0.8 -0.3 -0.074
O 1.479229 0.380332 0.068174 -0.3 -0.3 -0.4 -0.534
C 0.843775 0.604051 -1.163403 -0.2 -1.6 -0.7 -0.124
C -0.933301 -0.378913 -0.580683 0.7 0.7 -0.5 -0.202
H 0.682486 -1.604563 0.258643 -0.1 -0.2 0.0 0.234
H -0.959843 -2.360422 0.534121 0.0 0.5 -0.1 0.223
H -1.531298 0.154073 1.542476 0.0 -0.2 -0.3 0.228
H 0.784512 1.245102 1.834695 -0.2 0.2 -0.6 0.198
H 0.023470 1.570635 -0.045257 0.0 1.1 3.2 0.211
H 1.039404 -0.099552 -1.935998 0.8 -0.8 -0.4 0.186
H 1.211760 1.618453 -1.489661 -1.6 -0.6 0.1 0.207
H -1.941724 -0.516793 -1.006945 0.9 0.5 -0.3 0.222
```
Forces are in eV/Å.

Computed, not measured: a structure of composition C22H33As3F2FeN, with wB97M-V/def2-TZVPD.

Calculated values
- Net charge: +2
- E_tot: -247160.9590 eV
- Multiplicity: 2
- Relative energy (zero: lowest compared OMol25 entry of this formula, charge and spin): 0.0 kcal per mole
- Expectation value of S²: 0.924

Geometry as XYZ:
```
62
Properties=species:S:1:pos:R:3:forces:R:3:mulliken_spin:R:1
Fe -0.813410 1.030063 0.559363 0.0 -0.2 -0.7 1.390
C -2.177994 -2.325105 1.100452 0.0 0.0 0.0 -0.007
As -1.538684 -1.125440 -0.279638 -0.1 -0.1 0.1 -0.053
C -3.110001 -0.805124 -1.378401 0.0 0.0 0.0 -0.015
C -0.319958 -2.216810 -1.343264 0.0 0.0 0.1 0.000
C 0.758712 -1.480600 -2.150930 0.0 0.0 -0.1 -0.001
C 0.133047 -0.339854 -2.959755 0.0 0.0 0.0 -0.002
C 1.861565 -0.949304 -1.226945 0.0 0.0 0.1 0.003
As 1.448844 0.621407 -0.145948 0.1 0.1 0.1 -0.073
C 2.067192 2.167469 -1.143257 0.0 0.0 0.0 -0.011
C 2.668737 0.508969 1.353670 0.0 0.0 0.0 -0.006
C 1.385394 -2.471305 -3.155994 0.0 0.0 0.1 0.001
As 2.525990 -4.058666 -2.712410 0.0 0.0 -0.1 0.000
C 1.950314 -4.640131 -0.923622 0.0 0.0 0.0 0.000
C 4.189327 -3.166291 -2.168304 0.0 0.0 0.0 0.000
H -2.583903 -3.221743 0.632403 0.0 0.0 0.0 -0.003
H -2.958592 -1.833269 1.677555 0.0 0.0 0.0 -0.001
H -1.359822 -2.604686 1.761382 0.0 0.0 0.0 0.002
H -3.416288 -1.744906 -1.838009 0.0 0.0 0.0 -0.005
H -2.900401 -0.078288 -2.160376 0.0 0.0 0.0 0.001
H -3.916623 -0.439761 -0.744634 0.0 0.0 0.0 0.001
H -0.955619 -2.800903 -2.014007 0.0 0.1 0.0 -0.002
H 0.136663 -2.921492 -0.648150 0.0 0.0 0.0 0.003
H -0.350214 0.410946 -2.314812 0.0 0.0 0.0 0.004
H -0.624874 -0.720025 -3.646015 0.0 0.0 0.0 0.000
H 0.888061 0.175793 -3.554825 0.0 0.0 0.0 0.000
H 2.742818 -0.675677 -1.812466 0.0 0.1 0.0 -0.002
H 2.178415 -1.723403 -0.526651 0.0 0.0 0.0 0.000
H 3.086317 1.983795 -1.484003 0.0 0.0 0.0 -0.006
H 2.061979 3.035911 -0.486401 0.0 0.0 0.0 0.001
H 1.431458 2.354580 -2.006156 0.0 0.0 0.0 -0.001
H 3.684450 0.387425 0.976975 0.0 0.0 0.0 -0.004
H 2.414597 -0.342860 1.980968 0.0 0.0 0.0 0.001
H 2.607100 1.423387 1.940446 0.0 0.0 0.0 -0.001
H 2.026427 -1.906399 -3.840257 0.0 0.0 0.0 0.000
H 0.581611 -2.870633 -3.779948 0.0 0.0 0.0 -0.001
H 0.934204 -5.031447 -0.949534 0.0 0.0 0.0 0.000
H 2.044659 -3.876315 -0.149463 0.0 0.0 0.0 0.000
H 2.605666 -5.467060 -0.650163 0.0 0.0 0.0 0.000
H 4.509105 -2.477261 -2.950040 0.0 0.0 0.0 0.000
H 4.957221 -3.933305 -2.077211 0.0 0.0 0.0 0.000
H 4.119089 -2.641638 -1.215665 0.0 0.0 0.0 0.000
F -0.222736 -0.361088 5.569280 0.0 0.0 0.0 -0.002
C -0.647033 0.533553 4.684069 0.0 0.1 0.0 -0.003
C -0.467225 0.269675 3.329680 0.0 0.0 -0.1 -0.036
C -0.912005 1.209337 2.419691 0.0 0.0 0.5 -0.212
C -1.534388 2.402470 2.834958 0.0 0.0 -0.4 0.044
C -1.686847 2.611349 4.199420 0.1 -0.1 0.0 -0.017
F -2.269480 3.724528 4.640165 0.0 0.0 0.0 -0.002
C -1.248803 1.690513 5.136768 0.0 0.0 0.0 0.011
C -1.964034 3.303149 1.745320 0.0 0.0 0.1 -0.012
C -2.597492 4.527050 1.869680 0.0 0.0 0.0 0.001
C -2.927332 5.236292 0.720672 0.0 0.0 0.0 -0.003
C -2.622090 4.719612 -0.529995 0.0 0.0 0.0 0.000
C -1.989841 3.495183 -0.586635 0.0 0.0 -0.1 -0.006
N -1.671763 2.805295 0.512821 0.1 0.0 0.4 0.024
H 0.009232 -0.657756 3.035299 0.0 0.0 0.0 -0.003
H -1.377792 1.875819 6.194115 0.0 0.0 0.0 0.001
H -2.829640 4.919486 2.846580 0.0 0.0 0.0 0.000
H -3.422547 6.194318 0.805281 0.0 0.0 0.0 0.000
H -2.865788 5.250654 -1.437793 0.0 0.0 0.0 0.000
H -1.724981 3.040542 -1.535366 0.0 0.0 0.0 0.001
```
Forces are in eV/Å.

Computed, not measured: a structure of composition C22H30AlN5O3S, with wB97M-V/def2-TZVPD.

Calculated values
- Net charge: +2
- E_tot: -54319.1523 eV
- Multiplicity: 1
- Relative energy (zero: lowest compared OMol25 entry of this formula, charge and spin): 0.0 kcal per mole

Geometry as XYZ:
```
62
Properties=species:S:1:pos:R:3:forces:R:3:nbo_charge:R:1
Al -0.418415 0.796470 0.716869 -0.1 0.1 0.1 1.995
C -3.003828 -5.772882 -2.529621 0.0 0.0 0.0 -0.646
C -2.229964 -4.750029 -1.752789 0.0 0.0 0.0 0.059
C -1.394352 -5.144410 -0.709562 0.0 0.0 0.1 -0.203
C -0.656340 -4.218828 0.007702 0.0 0.0 -0.1 -0.157
C -0.766351 -2.874317 -0.328350 0.0 0.0 0.0 -0.334
C -1.590748 -2.448477 -1.365423 0.0 0.0 0.0 -0.208
C -2.314376 -3.391113 -2.069284 0.0 0.0 0.0 -0.204
S 0.130575 -1.723481 0.617121 0.1 0.2 0.0 2.312
O -0.860479 -0.930617 1.452676 0.0 0.0 0.0 -1.056
O 1.162957 -2.381261 1.341187 0.0 0.0 0.0 -0.869
N 0.577835 -0.450183 -0.261762 -0.1 -0.2 -0.1 -1.132
C 1.748432 -0.518295 -1.075186 0.1 0.2 0.1 0.087
C 1.858235 -1.405158 -2.109458 0.0 0.0 0.0 -0.198
C 3.047801 -1.502210 -2.859721 0.0 0.0 0.0 -0.186
C 4.110306 -0.699820 -2.567413 0.0 0.0 0.0 -0.149
C 4.022799 0.238418 -1.512201 0.0 0.0 0.0 -0.103
C 5.105386 1.079497 -1.165342 0.0 0.0 0.0 -0.095
C 4.974642 1.953998 -0.129449 -0.1 0.0 0.1 -0.249
C 3.744802 1.998864 0.552758 0.0 0.0 0.0 0.074
N 2.704642 1.244271 0.270360 0.0 0.0 0.0 -0.544
C 2.836550 0.345143 -0.754338 0.0 0.0 0.0 0.202
H -3.586792 -6.405088 -1.859680 0.0 0.0 0.0 0.243
H -2.323708 -6.425859 -3.078559 0.0 0.0 0.0 0.247
H -3.680136 -5.309128 -3.244333 0.0 0.0 0.0 0.228
H -1.312619 -6.194300 -0.458668 0.0 0.0 0.0 0.240
H 0.003692 -4.527466 0.806317 0.0 0.0 0.0 0.255
H -1.641448 -1.401140 -1.637702 0.0 0.0 0.0 0.219
H -2.947469 -3.077239 -2.889366 0.0 0.0 0.0 0.230
H 1.025355 -2.053200 -2.350646 0.0 0.0 0.0 0.231
H 3.108894 -2.221090 -3.664582 0.0 0.0 0.0 0.241
H 5.030917 -0.769527 -3.131879 0.0 0.0 0.0 0.236
H 6.029107 1.013137 -1.726610 0.0 0.0 0.0 0.241
H 5.781936 2.605909 0.170967 0.0 0.0 0.0 0.247
H 3.628829 2.700691 1.372851 0.0 0.0 0.0 0.189
N -0.037883 2.329224 -0.477525 0.1 0.1 0.0 -0.946
C -0.694426 3.660608 -0.298452 0.0 0.0 0.0 -0.214
C -0.152267 4.431824 0.889495 0.0 0.0 0.0 -0.421
C -0.348106 3.819466 2.281756 0.0 0.0 0.0 -0.431
C 0.718249 2.823768 2.725930 0.0 0.0 0.0 -0.217
N 0.441387 1.389444 2.374021 0.0 0.0 0.0 -0.944
H 0.981067 2.437004 -0.429047 0.0 0.0 0.0 0.439
H -0.211209 2.012181 -1.431649 0.0 0.0 0.0 0.424
H -1.764046 3.488487 -0.188570 0.0 0.0 0.0 0.211
H -0.542772 4.247180 -1.204125 0.0 0.0 0.0 0.225
H -0.652847 5.401017 0.868575 0.0 0.0 0.0 0.252
H 0.910659 4.646156 0.737035 0.0 0.0 0.0 0.215
H -1.349018 3.384833 2.380596 0.0 0.0 0.0 0.206
H -0.314632 4.638543 3.000924 0.0 0.0 0.0 0.256
H 0.850909 2.870347 3.805397 0.0 0.0 0.0 0.228
H 1.674184 3.078782 2.271930 0.0 0.0 0.0 0.213
H -0.045843 0.944674 3.150992 0.0 0.0 0.0 0.423
H 1.345592 0.910815 2.318403 0.0 0.0 0.0 0.451
C -3.317680 0.512557 2.733333 0.0 0.0 0.0 -0.720
C -3.275997 0.828769 1.278846 0.0 0.1 0.1 0.761
N -4.372284 0.753278 0.566123 0.0 0.0 0.0 -0.701
O -2.205978 1.225099 0.713716 0.0 -0.1 -0.1 -0.815
H -3.046457 1.410269 3.291826 0.0 0.0 0.0 0.260
H -2.589734 -0.270577 2.942774 0.0 0.0 0.0 0.281
H -4.300616 0.181112 3.057695 0.0 0.0 0.0 0.256
H -5.250077 0.481042 0.980570 0.0 0.0 0.0 0.436
H -4.356842 0.982818 -0.417453 0.0 0.0 0.0 0.431
```
Forces are in eV/Å.